{
  "formula": "C36H38FN6O15S2",
  "method": "wB97M-V/def2-TZVPD",
  "species": ["S", "S", "F", "O", "O", "O", "O", "O", "O", "O", "O", "O", "O", "O", "O", "O", "O", "O", "N", "N", "N", "N", "N", "N", "C", "C", "C", "C", "C", "C", "C", "C", "C", "C", "C", "C", "C", "C", "C", "C", "C", "C", "C", "C", "C", "C", "C", "C", "C", "C", "C", "C", "C", "C", "C", "C", "C", "C", "C", "C", "H", "H", "H", "H", "H", "H", "H", "H", "H", "H", "H", "H", "H", "H", "H", "H", "H", "H", "H", "H", "H", "H", "H", "H", "H", "H", "H", "H", "H", "H", "H", "H", "H", "H", "H", "H", "H", "H"],
  "coordinates": [[-2.221, 0.722, 2.445], [-4.510, 2.090, 1.922], [-8.183, 2.989, 2.519], [2.055, 8.156, 4.306], [-3.987, 3.384, 1.545], [-1.255, 9.081, -3.677], [5.107, -11.031, -2.658], [-2.025, 0.734, 1.012], [1.875, -6.311, -0.329], [-4.659, -9.727, -1.791], [-5.022, 1.293, 0.840], [-4.075, -9.750, -3.861], [3.603, -5.137, 0.162], [7.162, -11.414, -2.153], [-1.153, 3.084, 3.019], [-1.479, 7.569, -2.162], [-1.983, -0.577, 3.039], [1.001, 6.580, 3.283], [-3.598, 1.287, 2.981], [-3.850, -9.561, -2.681], [2.400, -5.265, 0.022], [-1.086, 7.958, -3.244], [6.118, -10.803, -2.024], [1.400, 7.723, 3.378], [4.893, -9.027, -0.840], [-0.889, 1.716, 3.122], [-2.502, -9.105, -2.306], [-2.206, -8.916, -0.969], [1.540, -4.117, 0.291], [0.988, 5.183, -5.644], [0.029, -8.292, -1.603], [5.992, -7.711, 0.841], [0.138, 7.405, -5.304], [1.560, 9.930, 2.297], [1.074, 8.636, 2.272], [1.302, -1.839, 0.941], [1.268, 10.769, 1.234], [-0.079, -1.958, 0.834], [7.221, -9.423, -0.315], [0.493, 4.794, -4.407], [-0.351, 6.996, -4.078], [-0.182, 5.705, -3.612], [0.022, 3.868, 3.079], [0.297, 8.163, 1.231], [2.123, -2.919, 0.671], [-0.641, -3.169, 0.446], [0.814, 6.487, -6.090], [4.854, -8.017, 0.108], [-0.928, -8.508, -0.620], [0.167, -4.258, 0.169], [-5.912, 2.403, 2.988], [0.004, 9.009, 0.175], [-6.848, 3.386, 2.316], [0.663, 4.017, 1.708], [7.173, -8.410, 0.628], [6.076, -9.717, -1.032], [-1.567, -8.889, -3.301], [-0.294, -8.479, -2.941], [-6.669, 4.823, 2.793], [0.496, 10.308, 0.174], [-0.029, 4.536, 1.046], [-0.650, 1.387, 4.137], [3.940, -7.473, 0.272], [5.955, -6.923, 1.582], [-6.327, 4.829, 3.825], [0.885, 3.049, 1.260], [3.196, -2.831, 0.755], [-0.266, -5.200, -0.134], [-0.607, 8.647, -0.643], [1.023, -7.979, -1.324], [0.629, 3.779, -4.061], [-0.231, 4.843, 3.468], [8.059, -8.167, 1.199], [-0.572, 5.410, -2.649], [2.159, 10.277, 3.125], [1.202, 6.789, -7.053], [1.739, -0.896, 1.242], [-5.949, 5.311, 2.143], [4.013, -9.271, -1.417], [-1.825, -9.039, -4.338], [-0.720, -1.115, 1.056], [-6.671, 3.353, 1.240], [-7.621, 5.347, 2.746], [-0.006, 8.421, -5.643], [-1.715, -3.258, 0.364], [-0.077, 7.149, 1.240], [1.645, 11.782, 1.232], [-0.034, 1.453, 2.489], [0.450, -8.307, -3.707], [0.271, 10.966, -0.656], [-0.677, -8.359, 0.421], [-2.956, -9.085, -0.210], [-5.562, 2.717, 3.967], [-6.424, 1.447, 3.075], [8.134, -9.974, -0.487], [0.748, 3.434, 3.779], [1.511, 4.467, -6.265], [1.601, 4.565, 1.773]],
  "forces_ev_per_angstrom": [[-0.13, -0.95, 0.24], [-0.20, 0.39, 0.54], [0.06, -0.06, 0.18], [-0.01, 0.02, 0.00], [0.16, 0.20, 0.03], [0.04, 0.01, 0.02], [0.01, 0.01, 0.01], [-0.13, 0.53, -0.26], [0.11, 0.17, 0.13], [0.01, 0.00, -0.01], [-0.06, -0.38, -0.26], [0.01, 0.01, 0.01], [-0.08, 0.10, 0.01], [-0.01, 0.01, 0.00], [-0.15, -0.01, 0.31], [-0.11, -0.01, -0.15], [0.19, -0.11, 0.44], [0.22, 0.30, 0.19], [0.30, 0.26, -0.83], [-0.07, -0.01, -0.02], [0.04, 0.02, -0.01], [0.00, -0.06, 0.02], [0.01, -0.04, -0.06], [0.00, -0.05, -0.08], [-0.14, 0.03, 0.00], [0.36, 0.36, -0.22], [0.11, 0.03, 0.03], [-0.01, 0.01, 0.19], [-0.08, 0.07, 0.02], [-0.01, 0.02, 0.01], [-0.02, -0.12, -0.08], [0.02, -0.02, 0.00], [0.04, 0.12, -0.16], [0.11, 0.15, 0.04], [-0.05, 0.10, -0.10], [-0.09, -0.06, -0.03], [-0.06, -0.05, -0.08], [-0.01, 0.06, -0.02], [0.19, -0.01, 0.07], [0.05, 0.03, -0.09], [0.05, -0.11, -0.09], [-0.02, -0.14, 0.13], [0.40, -0.23, -0.19], [-0.09, -0.14, -0.10], [0.13, 0.13, 0.06], [0.08, 0.03, 0.01], [0.01, -0.09, 0.04], [0.14, -0.18, 0.06], [0.04, 0.01, -0.08], [-0.16, -0.07, -0.02], [-0.24, -0.40, -0.05], [0.03, 0.10, -0.04], [0.29, 0.56, -0.22], [-0.07, -0.12, -0.02], [-0.10, 0.04, 0.00], [-0.02, 0.09, 0.08], [0.09, 0.02, -0.18], [-0.03, -0.01, 0.11], [-0.24, -0.41, 0.01], [0.00, 0.00, 0.05], [0.01, 0.05, -0.10], [-0.33, 0.07, 0.17], [-0.04, 0.03, -0.04], [-0.01, 0.02, -0.02], [0.10, 0.19, 0.05], [-0.06, -0.10, 0.00], [0.01, -0.10, -0.02], [0.09, -0.04, 0.00], [0.08, 0.13, 0.20], [-0.06, -0.03, -0.05], [-0.02, 0.00, 0.02], [-0.36, -0.01, 0.07], [0.01, -0.01, -0.01], [-0.06, 0.08, 0.00], [0.00, -0.10, 0.05], [0.00, 0.01, 0.00], [0.00, 0.00, 0.00], [0.17, 0.11, 0.16], [0.05, -0.08, -0.04], [-0.10, -0.03, 0.03], [-0.01, -0.04, -0.04], [-0.24, -0.14, -0.07], [-0.05, 0.06, -0.14], [-0.06, 0.02, 0.09], [-0.01, 0.01, 0.01], [0.04, -0.01, 0.08], [0.00, 0.00, 0.01], [0.01, -0.22, -0.06], [0.00, 0.00, -0.01], [-0.01, 0.00, 0.00], [-0.01, 0.01, 0.01], [-0.07, -0.03, -0.08], [0.05, 0.11, 0.03], [0.04, -0.09, 0.08], [-0.05, -0.07, -0.07], [-0.06, -0.09, 0.07], [0.01, 0.00, 0.00], [0.02, 0.14, 0.02]],
  "max_force_ev_per_a": 0.99,
  "total_charge": -1,
  "energy_ha": -3747.5851,
  "orbital_gap_ev": 6.792
}



{
  "formula": "C34H43AuGe2NO2Si",
  "method": "wB97M-V/def2-TZVPD",
  "species": ["Au", "Ge", "Ge", "Si", "O", "O", "N", "C", "C", "C", "C", "C", "C", "C", "C", "C", "C", "C", "C", "C", "C", "C", "C", "C", "C", "C", "C", "C", "C", "C", "C", "C", "C", "C", "C", "C", "C", "C", "C", "C", "C", "H", "H", "H", "H", "H", "H", "H", "H", "H", "H", "H", "H", "H", "H", "H", "H", "H", "H", "H", "H", "H", "H", "H", "H", "H", "H", "H", "H", "H", "H", "H", "H", "H", "H", "H", "H", "H", "H", "H", "H", "H", "H", "H"],
  "coordinates": [[0.516, -1.647, -0.030], [1.235, 2.107, -0.761], [-1.532, -0.825, -1.191], [2.340, -3.246, -0.567], [2.047, 0.433, -0.432], [4.003, 0.207, 0.641], [0.752, -0.241, 1.847], [-1.619, -0.268, 5.261], [1.118, 3.375, 1.899], [1.941, 0.230, 4.314], [1.589, 3.493, -3.394], [-2.319, 6.045, -0.076], [-0.737, 2.091, -0.693], [2.804, 0.240, 0.650], [-0.486, -6.189, 0.107], [2.679, 0.290, 3.167], [-2.441, 3.666, 0.262], [0.950, -4.444, -0.766], [-0.940, -5.243, -2.065], [-2.958, 4.936, 0.463], [-1.258, -6.136, -1.050], [3.513, -3.583, 0.822], [-0.014, -0.266, 2.976], [1.876, 2.235, -2.578], [0.151, -4.401, -1.923], [0.556, -0.028, 4.246], [-0.643, 4.598, -1.007], [2.026, 0.062, 1.946], [-1.610, 1.102, -0.925], [0.601, -5.346, 0.255], [-3.077, -1.688, -0.345], [-0.589, -0.433, -3.947], [-1.405, -0.489, 2.864], [1.995, 3.201, 0.654], [3.151, -2.720, -2.139], [-1.157, 5.872, -0.811], [-4.323, -0.797, -0.339], [-2.186, -0.484, 3.979], [-1.605, -1.200, -3.107], [-1.279, 3.472, -0.486], [-0.282, -0.045, 5.392], [-2.723, 7.037, 0.081], [2.435, -2.332, -2.864], [-2.654, 1.426, -0.989], [2.263, 4.167, 0.221], [0.259, 4.012, 1.704], [-4.629, -0.516, -1.348], [3.736, 0.513, 3.161], [-0.647, 6.728, -1.235], [0.403, -3.714, -2.724], [3.881, -1.936, -1.928], [0.157, 0.130, 6.366], [-0.687, 0.644, -3.803], [-4.161, 0.126, 0.221], [-2.256, -0.273, 6.135], [-3.246, -2.598, -0.925], [-2.108, -6.797, -1.161], [0.737, 2.422, 2.273], [-1.510, -2.277, -3.254], [2.072, 4.374, -2.969], [-2.631, -0.937, -3.387], [-1.538, -5.211, -2.967], [1.694, 3.836, 2.704], [1.192, -5.394, 1.162], [-1.825, -0.632, 1.877], [2.949, 2.040, -2.510], [-2.926, 2.815, 0.724], [1.429, 1.361, -3.056], [2.944, 2.732, 0.925], [0.434, -0.712, -3.683], [1.968, 3.377, -4.410], [3.671, -3.569, -2.591], [0.520, 3.699, -3.474], [-3.856, 5.062, 1.054], [-2.825, -2.015, 0.664], [-5.165, -1.315, 0.123], [-3.253, -0.641, 3.889], [2.404, 0.393, 5.280], [4.190, -2.732, 0.929], [-0.718, -0.636, -5.011], [-0.735, -6.893, 0.891], [0.263, 4.502, -1.595], [4.115, -4.473, 0.617], [2.994, -3.729, 1.770]],
  "forces_ev_per_angstrom": [[0.21, -0.23, 0.11], [-0.20, -0.14, 0.18], [-0.15, 0.24, -0.10], [-0.07, 0.19, 0.21], [-0.02, 0.11, 0.04], [0.07, -0.08, -0.06], [-0.04, -0.11, 0.03], [-0.08, -0.02, -0.08], [0.10, 0.00, 0.01], [0.05, -0.02, 0.06], [0.03, -0.05, -0.07], [0.00, -0.02, -0.02], [-0.13, 0.04, -0.10], [-0.23, -0.09, 0.15], [0.03, 0.03, 0.00], [0.00, 0.04, 0.00], [0.00, -0.01, 0.11], [-0.15, -0.10, -0.03], [0.03, 0.02, 0.02], [0.02, 0.01, -0.01], [-0.02, -0.01, 0.00], [0.11, -0.06, 0.09], [-0.07, -0.04, -0.12], [0.13, 0.08, -0.16], [-0.02, -0.07, 0.02], [-0.03, 0.04, 0.09], [0.10, 0.03, 0.00], [0.22, 0.12, -0.18], [-0.03, 0.07, 0.04], [-0.10, 0.01, -0.06], [-0.10, -0.01, 0.01], [-0.02, -0.04, -0.03], [0.09, -0.02, -0.03], [0.04, 0.10, 0.10], [0.06, 0.08, -0.15], [-0.05, -0.03, 0.04], [-0.03, -0.07, 0.04], [-0.03, 0.01, 0.13], [0.14, -0.04, -0.11], [0.01, -0.02, 0.03], [0.09, 0.00, -0.08], [0.01, 0.00, 0.01], [0.03, -0.01, -0.01], [0.02, 0.01, 0.07], [-0.04, 0.05, 0.05], [-0.07, 0.04, -0.06], [0.03, 0.00, -0.01], [0.00, -0.01, -0.01], [0.00, 0.00, -0.01], [0.01, 0.00, 0.00], [0.00, 0.00, -0.04], [0.02, 0.01, -0.01], [-0.01, 0.00, 0.01], [0.01, -0.02, 0.03], [-0.01, 0.00, -0.01], [-0.05, -0.01, 0.02], [0.00, 0.00, 0.00], [0.00, 0.04, -0.02], [-0.03, 0.00, 0.01], [-0.01, 0.00, 0.01], [0.01, 0.01, -0.05], [0.00, 0.00, 0.00], [-0.01, 0.00, 0.00], [0.01, 0.00, -0.01], [0.01, 0.00, -0.01], [0.01, 0.02, -0.07], [0.01, 0.00, -0.02], [0.06, -0.04, -0.08], [0.06, 0.05, -0.04], [0.00, 0.00, 0.01], [0.02, 0.00, 0.01], [0.02, 0.03, -0.01], [0.02, -0.05, -0.03], [0.00, 0.00, 0.00], [-0.03, -0.02, 0.02], [-0.01, 0.00, -0.02], [0.00, 0.00, 0.02], [-0.01, 0.02, -0.01], [0.00, -0.03, 0.03], [0.00, 0.00, 0.00], [0.00, 0.00, 0.00], [-0.06, -0.02, 0.06], [0.01, 0.02, 0.01], [0.02, -0.01, 0.00]],
  "spin_multiplicity": 3,
  "s2": 2.013,
  "max_force_ev_per_a": 0.33,
  "total_charge": 1,
  "energy_ha": -6105.4258,
  "orbital_gap_ev": [6.572, 6.183]
}